[1]
{"formula": "C41H37N10O3RuS2", "method": "ωB97M-V with the def2-TZVPD basis set", "charge": 2, "orbital_gap_ev": [6.20, 6.64], "energy_ha": -3248.66494, "relative_energy_kj_mol": 198.3, "homo_energy_ev": [-13.58, -13.52], "molar_mass_g_mol": 883.0, "s2": 0.7691, "multiplicity": 2, "fmax_ev_per_a": 2.4, "elements": ["Ru", "C", "C", "N", "C", "C", "N", "C", "C", "C", "C", "C", "N", "C", "C", "N", "C", "C", "N", "C", "C", "C", "N", "C", "C", "H", "H", "H", "H", "H", "H", "H", "H", "H", "H", "H", "H", "C", "C", "C", "C", "C", "C", "C", "S", "O", "O", "N", "C", "C", "C", "C", "C", "N", "H", "H", "H", "H", "H", "H", "H", "H", "H", "H", "H", "C", "C", "C", "N", "C", "S", "N", "C", "O", "C", "C", "C", "C", "C", "C", "H", "H", "H", "H", "H", "H", "H", "H", "H", "H", "H", "H", "H", "H"], "xyz": [[0.854, 0.816, 0.253], [-1.904, 2.554, -2.806], [-0.858, 1.853, -2.224], [-0.660, 1.879, -0.911], [-1.475, 2.660, -0.164], [-2.559, 3.298, -0.771], [-2.767, 3.239, -2.069], [-1.101, 2.811, 1.239], [-1.724, 3.630, 2.161], [-1.221, 3.754, 3.460], [-0.066, 3.019, 3.756], [0.498, 2.187, 2.813], [-0.022, 2.082, 1.575], [1.657, 1.319, 3.024], [2.307, 1.110, 4.242], [3.282, 0.232, 4.371], [3.672, -0.446, 3.300], [3.060, -0.253, 2.071], [2.055, 0.606, 1.949], [-1.877, 4.609, 4.468], [-1.467, 4.606, 5.803], [-2.124, 5.412, 6.722], [-3.140, 6.184, 6.377], [-3.547, 6.213, 5.120], [-2.943, 5.447, 4.133], [-2.058, 2.555, -3.877], [-0.173, 1.287, -2.835], [-3.271, 3.865, -0.184], [-2.602, 4.176, 1.856], [0.407, 3.103, 4.721], [2.013, 1.650, 5.133], [4.472, -1.162, 3.434], [3.358, -0.798, 1.186], [-0.655, 3.989, 6.159], [-1.828, 5.435, 7.764], [-4.381, 6.866, 4.894], [-3.318, 5.536, 3.124], [6.915, -1.141, -5.447], [5.963, -0.536, -4.462], [5.012, 0.401, -4.868], [4.121, 0.948, -3.961], [4.188, 0.550, -2.634], [5.128, -0.374, -2.196], [6.010, -0.909, -3.115], [2.935, 1.116, -1.544], [2.043, 2.004, -2.250], [3.425, 1.572, -0.264], [1.994, -0.194, -1.094], [1.150, -0.820, -1.985], [1.502, -1.326, -3.240], [0.512, -1.888, -4.022], [-0.795, -1.927, -3.548], [-1.053, -1.424, -2.288], [-0.106, -0.903, -1.507], [6.740, -0.763, -6.452], [6.817, -2.227, -5.462], [7.945, -0.915, -5.167], [4.964, 0.693, -5.908], [3.375, 1.670, -4.264], [5.162, -0.663, -1.154], [6.745, -1.636, -2.796], [2.526, -1.267, -3.577], [0.754, -2.287, -4.998], [-1.593, -2.343, -4.146], [-2.062, -1.425, -1.891], [1.567, -4.950, 0.252], [0.541, -3.852, -0.009], [-0.600, -3.933, 1.005], [-1.642, -2.922, 0.772], [-1.523, -1.643, 1.056], [-0.189, -1.046, 1.956], [-2.443, -0.712, 0.685], [-3.607, -0.721, -0.137], [-3.866, 0.317, -0.693], [-4.416, -1.952, -0.231], [-4.669, -2.753, 0.886], [-5.480, -3.868, 0.764], [-6.040, -4.191, -0.466], [-5.817, -3.379, -1.570], [-5.020, -2.254, -1.453], [2.390, -4.882, -0.457], [1.111, -5.934, 0.147], [1.971, -4.865, 1.262], [0.129, -3.952, -1.017], [1.012, -2.872, 0.062], [-0.204, -3.809, 2.012], [-1.080, -4.908, 0.938], [-2.466, -3.216, 0.263], [-2.115, 0.231, 0.835], [-4.270, -2.480, 1.856], [-5.689, -4.480, 1.631], [-6.667, -5.068, -0.559], [-6.275, -3.617, -2.520], [-4.854, -1.599, -2.298]], "mulliken_charge": [0.3991, -0.8918, -0.3998, 0.8199, -0.0230, -0.3157, -0.5588, -0.1187, -0.5390, 1.3704, -0.9312, 0.2585, 0.0378, -0.2072, -0.2531, -0.5450, -0.6199, -0.5526, 0.8022, 1.0580, -0.5716, -0.4595, -0.5523, -0.4695, -0.5407, 0.4510, 0.5722, 0.5179, 0.2559, 0.4093, 0.4998, 0.4229, 0.4931, 0.2995, 0.3934, 0.3934, 0.3340, -1.4525, 1.0429, -0.8986, -0.2591, -0.4356, -0.2767, -0.8955, 1.8645, -0.7318, -0.7096, 0.6492, -0.3827, -0.7032, -0.9857, -1.1412, -0.2777, 1.4108, 0.3608, 0.3422, 0.3669, 0.3474, 0.4969, 0.4413, 0.4333, 0.6121, 0.5070, 0.5605, 0.0746, -1.6129, 1.2060, -1.5568, 0.2107, 0.3095, -0.1445, 0.3453, 0.0254, -0.4996, 0.4159, 0.1605, -0.7423, -0.5167, -0.7071, -0.6146, 0.4161, 0.3831, 0.3657, 0.1786, -0.5749, 0.4340, 0.4921, 0.2989, -0.1464, 0.4727, 0.4615, 0.4260, 0.4217, 0.4927]}


[2]
{"formula": "C7H11N3O3", "method": "ωB97M-V with the def2-TZVPD basis set", "orbital_gap_ev": 8.80, "energy_ha": -663.30853, "relative_energy_kj_mol": 132.6, "homo_energy_ev": -9.11, "molar_mass_g_mol": 185.2, "fmax_ev_per_a": 4.7, "elements": ["C", "C", "C", "C", "C", "C", "C", "H", "H", "H", "H", "H", "H", "H", "H", "H", "H", "H", "N", "N", "N", "O", "O", "O"], "xyz": [[-0.437, 0.686, 1.091], [0.224, -0.301, 1.878], [1.132, -0.062, 2.748], [1.296, 2.293, 2.073], [0.775, -2.159, -1.772], [-0.450, -1.483, -2.437], [-2.089, 0.238, -2.036], [-0.080, 2.776, 0.637], [-0.218, -1.273, 1.690], [1.630, -0.769, 3.338], [2.448, 1.308, 3.523], [1.000, -1.670, -0.762], [1.616, -1.959, -2.490], [0.662, -3.232, -1.785], [-0.884, -0.596, -0.508], [-2.263, -0.064, -3.054], [-3.110, 0.125, -1.511], [-1.736, 1.346, -2.003], [0.480, 1.890, 0.895], [1.620, 1.253, 2.983], [-0.995, -0.560, -1.605], [-1.463, 0.575, 0.502], [1.708, 3.461, 2.127], [-0.868, -1.821, -3.520]], "mulliken_charge": [0.4603, -0.3670, -0.3499, 0.2592, -0.7754, 0.6686, -0.9671, 0.3190, 0.4573, 0.4529, 0.2776, 0.1637, 0.2601, 0.2661, 0.0804, 0.4460, 0.2298, 0.2173, -0.2780, -0.0831, 0.0328, -0.5543, -0.5790, -0.6372]}


[3]
{"formula": "C4H12N3O", "method": "ωB97M-V with the def2-TZVPD basis set", "charge": 1, "orbital_gap_ev": 9.32, "energy_ha": -398.83686, "relative_energy_kj_mol": 211.2, "homo_energy_ev": -12.70, "molar_mass_g_mol": 118.2, "fmax_ev_per_a": 1.1, "elements": ["O", "C", "C", "N", "H", "H", "H", "H", "H", "C", "C", "N", "N", "H", "H", "H", "H", "H", "H", "H"], "xyz": [[0.772, 1.787, 0.121], [0.153, 1.735, 1.157], [0.792, 1.293, 2.449], [-0.257, 1.050, 3.458], [-0.915, 2.013, 1.171], [1.308, 0.356, 2.245], [1.525, 2.065, 2.702], [0.222, 0.765, 4.306], [-0.601, 1.968, 3.755], [-0.013, -0.845, -1.644], [-0.494, -1.995, -2.151], [-1.921, -2.319, -1.903], [1.253, -0.431, -1.648], [-0.667, -0.128, -1.158], [0.069, -2.852, -2.483], [-2.039, -2.850, -1.035], [-2.491, -1.487, -1.844], [-2.324, -2.880, -2.662], [2.009, -0.960, -2.042], [1.522, 0.438, -1.209]], "mulliken_charge": [-0.5547, -0.0605, -0.2868, -0.6629, 0.4080, 0.3201, 0.2860, 0.2595, 0.2539, 0.0224, -0.4513, -0.3133, -0.3262, 0.2134, 0.3408, 0.3489, 0.3585, 0.3695, 0.1712, 0.3035]}


[4]
{"formula": "C22H47NO4", "method": "ωB97M-V with the def2-TZVPD basis set", "orbital_gap_ev": 9.01, "energy_ha": -1221.83728, "relative_energy_kj_mol": 558.0, "homo_energy_ev": -8.14, "molar_mass_g_mol": 389.6, "fmax_ev_per_a": 4.9, "elements": ["C", "C", "C", "O", "C", "H", "H", "H", "H", "H", "H", "H", "H", "C", "C", "C", "O", "C", "H", "H", "H", "H", "H", "H", "H", "H", "C", "C", "C", "O", "C", "H", "H", "H", "H", "H", "H", "H", "H", "C", "C", "C", "O", "C", "H", "H", "H", "H", "H", "H", "H", "H", "C", "C", "N", "C", "C", "C", "C", "H", "H", "H", "H", "H", "H", "H", "H", "H", "H", "H", "H", "H", "H", "H"], "xyz": [[3.408, 0.008, 1.749], [2.957, -1.474, 1.895], [2.256, -1.896, 0.636], [2.085, -0.658, -0.055], [3.155, 0.240, 0.286], [4.475, 0.140, 1.929], [2.749, 0.617, 2.369], [2.252, -1.613, 2.714], [3.788, -2.135, 2.139], [1.277, -2.354, 0.777], [2.899, -2.569, 0.069], [2.970, 1.307, 0.161], [4.024, 0.090, -0.356], [-0.434, 0.889, -1.019], [-0.681, 2.415, -0.990], [-0.809, 2.743, 0.480], [-0.488, 1.545, 1.186], [0.166, 0.684, 0.345], [0.196, 0.721, -1.892], [-1.352, 0.304, -1.090], [-1.586, 2.652, -1.549], [0.209, 2.906, -1.382], [-1.824, 3.012, 0.774], [-0.138, 3.567, 0.723], [-0.056, -0.334, 0.663], [1.229, 0.925, 0.362], [-3.869, 1.681, -0.999], [-5.325, 2.054, -1.305], [-5.912, 1.928, 0.088], [-4.911, 1.514, 1.022], [-3.819, 0.944, 0.388], [-3.188, 2.529, -1.074], [-3.581, 0.880, -1.679], [-5.686, 1.316, -2.021], [-5.567, 3.071, -1.614], [-6.714, 1.191, 0.139], [-6.287, 2.892, 0.431], [-4.014, -0.126, 0.324], [-2.870, 0.981, 0.923], [2.962, 2.900, -0.915], [2.054, 4.171, -0.764], [1.391, 4.121, -2.091], [1.278, 2.783, -2.454], [2.277, 1.944, -1.863], [3.070, 2.363, 0.027], [3.840, 3.302, -1.422], [2.649, 5.071, -0.610], [1.317, 4.037, 0.028], [2.110, 4.402, -2.860], [0.456, 4.663, -2.232], [2.992, 1.557, -2.589], [1.771, 1.116, -1.368], [-0.590, -1.831, 2.484], [-1.028, -2.881, 1.368], [0.168, -3.391, 0.653], [-0.191, -3.647, -0.733], [-0.435, -2.467, -1.624], [0.450, -4.611, 1.332], [1.843, -5.136, 0.980], [0.024, -2.318, 3.241], [-1.426, -1.246, 2.867], [0.160, -1.184, 2.028], [-1.715, -3.642, 1.739], [-1.590, -2.265, 0.666], [0.724, -3.972, -1.227], [-0.878, -4.488, -0.834], [0.243, -1.669, -1.320], [-0.217, -2.565, -2.688], [-1.459, -2.102, -1.548], [-0.315, -5.339, 1.063], [0.462, -4.533, 2.419], [2.154, -5.946, 1.639], [2.509, -4.281, 1.097], [1.957, -5.506, -0.039]], "mulliken_charge": [-0.7093, -0.8745, 0.8881, -0.4685, 0.2394, 0.4140, 0.3817, 0.3321, 0.4243, -1.3048, 0.5974, -0.9255, 0.5769, -0.6861, 1.9792, -1.0106, -0.5768, 1.5958, 0.7611, 0.2374, 0.4109, -2.2280, 0.2824, 0.5576, -1.2471, -0.4523, 0.1641, -0.7065, -0.4865, -0.4980, -0.1801, -0.1181, 0.4096, 0.2443, 0.3015, 0.2826, 0.3157, 0.2018, 0.1439, -0.2494, -0.1601, -0.9051, -0.4755, 0.6685, 0.0168, 0.5064, 0.4757, -0.1357, 0.3965, 0.3643, 0.4914, -0.7860, -0.7178, -0.6125, 0.9856, -0.7347, -0.9922, -0.9027, -1.1727, 0.3540, 0.3981, 0.1028, 0.2886, 0.2603, 0.3513, 0.3906, -0.0066, 0.5536, 0.2239, 0.4195, 0.4326, 0.4358, 0.1637, 0.3020]}


[5]
{"formula": "C27H43F13IN4O9", "method": "ωB97M-V with the def2-TZVPD basis set", "charge": 1, "orbital_gap_ev": 8.97, "energy_ha": -3546.59315, "relative_energy_kj_mol": 70.0, "homo_energy_ev": -11.94, "molar_mass_g_mol": 941.5, "fmax_ev_per_a": 1.9, "elements": ["C", "C", "C", "C", "N", "C", "F", "C", "C", "I", "N", "C", "N", "C", "C", "C", "O", "N", "H", "H", "H", "H", "H", "H", "H", "H", "H", "H", "H", "H", "H", "H", "H", "H", "H", "H", "H", "H", "H", "H", "H", "C", "C", "O", "C", "O", "C", "F", "F", "F", "H", "H", "H", "H", "H", "C", "C", "O", "C", "O", "C", "F", "F", "F", "H", "H", "H", "H", "H", "C", "C", "O", "C", "O", "C", "F", "F", "F", "H", "H", "H", "H", "H", "C", "C", "O", "C", "O", "C", "F", "F", "F", "H", "H", "H", "H", "H"], "xyz": [[-2.775, -1.949, -2.611], [-2.594, -2.516, -4.002], [-3.936, -2.745, -4.693], [-4.494, -1.487, -5.373], [-4.777, -1.688, -6.799], [-3.645, -1.719, -7.642], [-2.551, -1.007, -7.137], [-4.005, -1.130, -8.988], [-2.959, -1.381, -10.071], [-2.187, 0.545, -10.739], [-1.790, -2.166, -9.623], [-1.978, -3.009, -8.592], [-0.975, -3.758, -8.227], [0.347, -3.747, -8.865], [1.159, -2.486, -8.497], [1.458, -1.560, -9.679], [2.842, -1.603, -9.952], [-3.150, -3.085, -7.886], [-3.362, -2.613, -1.988], [-3.312, -1.008, -2.651], [-1.823, -1.797, -2.125], [-2.142, -3.494, -3.862], [-1.935, -1.894, -4.598], [-3.919, -3.575, -5.389], [-4.634, -3.048, -3.925], [-3.885, -0.615, -5.162], [-5.447, -1.290, -4.906], [-5.397, -0.972, -7.151], [-4.183, -0.080, -8.838], [-4.917, -1.613, -9.308], [-3.391, -1.842, -10.938], [-1.473, -2.698, -10.428], [-1.067, -4.388, -7.445], [0.261, -3.862, -9.936], [0.895, -4.609, -8.522], [2.103, -2.738, -8.037], [0.556, -1.942, -7.783], [1.108, -0.554, -9.480], [0.891, -1.904, -10.544], [3.094, -0.731, -10.280], [-2.892, -3.519, -7.005], [3.428, -2.392, -0.198], [2.593, -2.392, 1.070], [1.808, -1.184, 1.174], [0.691, -1.141, 0.473], [0.253, -1.997, -0.241], [-0.026, 0.192, 0.735], [0.824, 1.230, 0.682], [-0.591, 0.185, 1.958], [-0.990, 0.407, -0.165], [4.046, -1.502, -0.261], [4.071, -3.271, -0.231], [2.781, -2.400, -1.076], [3.222, -2.412, 1.944], [1.945, -3.267, 1.118], [7.116, 2.132, 3.781], [7.044, 0.822, 4.536], [6.395, -0.200, 3.750], [7.148, -0.805, 2.842], [8.299, -0.593, 2.608], [6.320, -1.885, 2.130], [5.098, -1.428, 1.779], [6.137, -2.949, 2.932], [6.926, -2.314, 1.023], [6.122, 2.439, 3.455], [7.536, 2.910, 4.416], [7.739, 2.039, 2.891], [6.434, 0.934, 5.429], [8.029, 0.481, 4.848], [-1.802, 2.677, 3.660], [-0.367, 2.415, 4.066], [0.088, 3.383, 5.032], [-0.271, 3.164, 6.289], [-0.929, 2.252, 6.695], [0.324, 4.254, 7.192], [0.156, 5.478, 6.666], [1.643, 4.056, 7.359], [-0.254, 4.238, 8.398], [-1.913, 3.700, 3.298], [-2.107, 1.989, 2.875], [-2.477, 2.555, 4.507], [0.295, 2.523, 3.210], [-0.234, 1.408, 4.458], [-0.592, 5.316, 11.495], [-1.946, 4.837, 11.016], [-2.494, 3.848, 11.908], [-3.082, 4.311, 13.003], [-3.201, 5.459, 13.317], [-3.645, 3.138, 13.822], [-2.751, 2.141, 13.922], [-4.749, 2.650, 13.227], [-3.972, 3.533, 15.052], [0.083, 4.471, 11.635], [-0.152, 6.003, 10.774], [-0.675, 5.828, 12.453], [-1.851, 4.346, 10.053], [-2.646, 5.663, 10.895]], "mulliken_charge": [-1.2833, -0.2042, -1.0632, -0.5965, -0.3963, 0.9329, -0.3905, -1.3629, -0.6651, 0.1083, 0.0279, 0.2642, -0.1712, -0.9186, -0.3361, -0.3667, -0.5229, -0.3289, 0.3675, 0.3600, 0.2613, 0.3294, 0.2749, 0.5679, 0.4616, 0.3693, 0.4227, 0.3828, 0.5585, 0.3181, 0.5187, 0.3176, 0.2256, 0.4060, 0.3485, 0.4931, 0.2536, 0.3106, 0.1729, 0.3289, 0.2293, -1.2163, -0.1869, -0.2760, 0.2810, -0.5404, 1.0195, -0.2649, -0.2519, -0.2486, 0.2975, 0.3588, 0.4181, 0.2942, 0.3462, -1.1303, -0.2215, -0.3135, 0.3091, -0.5074, 0.9634, -0.2607, -0.2753, -0.2627, 0.3014, 0.3860, 0.3220, 0.3318, 0.3365, -1.1422, -0.0611, -0.3440, 0.3448, -0.5144, 0.8615, -0.2574, -0.2650, -0.2273, 0.3188, 0.3564, 0.3264, 0.2380, 0.3279, -1.1410, -0.1201, -0.3365, 0.3194, -0.5089, 0.9234, -0.2453, -0.2502, -0.2380, 0.2933, 0.3436, 0.4094, 0.2525, 0.3212]}